A molecular structure, C16H34BNP2Sn at a distorted geometry, computed with ωB97M-V/def2-TZVPD.

Values from the calculation:
* lowest unoccupied orbital energy: -0.0555 hartree
* E_HOMO: -0.2271 Ha

Geometry as XYZ:
```
55
Properties=species:S:1:pos:R:3:forces:R:3:lowdin_charge:R:1
P -2.261335 0.119430 -1.733664 -0.76 -1.58 0.50 0.8910
P -1.990519 -1.479608 1.494404 -0.25 -0.47 -0.38 0.8955
C -3.275814 -1.286125 -1.064779 -0.69 0.09 -0.51 -0.3844
C -3.515487 -1.398499 0.445170 -0.15 -0.15 0.33 -0.4058
H -2.846087 -2.211497 -1.472355 0.04 0.17 0.16 0.0738
H -4.250757 -1.161842 -1.559751 -0.05 -0.34 0.07 0.0765
H -4.131298 -0.567358 0.816930 0.10 -0.10 -0.16 0.0731
H -4.064356 -2.329962 0.651192 -0.19 0.29 -0.15 0.0783
C -1.664439 -3.281184 1.309128 -0.05 -0.07 0.27 -0.2646
H -0.720184 -3.536410 1.802326 -0.27 -0.04 -0.08 0.0322
H -1.587611 -3.570821 0.252833 -0.02 0.14 0.25 0.0433
H -2.492878 -3.820313 1.783887 0.16 -0.15 -0.16 0.0381
C -2.683700 -1.417913 3.175865 -0.20 -0.27 0.19 -0.2808
H -3.186059 -2.366784 3.406085 -0.05 0.30 0.22 0.0374
H -3.389148 -0.580762 3.250380 0.17 -0.19 0.09 0.0395
H -1.854106 -1.252634 3.875799 -0.31 -0.08 -0.05 0.0351
C -2.234992 -0.298113 -3.498303 -0.52 0.12 -0.17 -0.2274
H -1.432050 0.256051 -4.000713 -0.14 -0.17 0.11 0.0451
H -3.205558 -0.022619 -3.932838 0.25 -0.21 -0.17 0.0442
H -2.065633 -1.378679 -3.620459 0.02 0.41 0.01 0.0547
C -3.410396 1.509553 -1.596342 -0.54 0.10 -0.32 -0.2395
H -3.727287 1.647298 -0.554143 0.17 0.02 -0.27 0.0470
H -4.289154 1.266586 -2.208774 -0.04 0.33 0.14 0.0411
H -2.948475 2.428957 -1.976577 -0.13 -0.14 0.15 0.0486
Sn 2.089437 3.814065 1.672312 1.36 -0.58 -0.34 1.0942
C 0.970223 -1.022595 1.484748 1.14 0.15 -0.03 -0.1575
C 1.148843 -2.095040 0.702845 -0.03 0.35 0.87 -0.1707
C 0.808089 -2.076888 -0.744974 1.29 -0.34 -0.47 -0.1805
C 1.679329 -1.110481 -1.622562 0.25 -1.35 0.31 -0.2115
C 0.863003 -0.025840 -2.157004 -1.43 1.95 0.12 -0.1899
C -0.159651 0.625138 -1.456915 2.95 1.11 -0.45 -0.3918
C -0.248335 0.747505 0.070066 -0.89 -0.03 -0.05 -0.2921
C 0.954484 0.414226 0.959562 -0.66 0.53 0.26 -0.2132
C 2.914619 3.326787 -0.316440 -0.37 -0.10 0.51 -0.3505
H 0.916033 -1.114603 2.578813 0.59 -0.11 -0.43 0.1015
H 1.468750 -3.047509 1.135920 -0.52 0.21 0.08 0.1041
H -0.248183 -1.787807 -0.839746 0.09 -0.17 -0.11 0.0793
H 0.936148 -3.106692 -1.114203 -0.29 0.35 -0.08 0.1114
H 2.554752 -0.726470 -1.062646 -0.28 -0.31 0.04 0.1104
H 2.105620 -1.700214 -2.450200 -0.09 0.18 0.24 0.1050
H 1.109651 0.342170 -3.152026 -0.24 -0.07 0.09 0.0844
H -0.463807 1.548456 -1.987897 0.26 -0.25 0.26 0.0863
H -1.052301 0.075983 0.453386 0.95 0.88 -0.50 -0.0441
H -0.659639 1.746918 0.321421 0.41 -0.11 -0.29 0.1070
H 1.888096 0.757991 0.488271 -0.04 -0.64 0.07 0.0904
H 0.834354 1.069939 1.837359 0.07 -0.16 0.10 0.0598
H 3.167313 4.218111 -0.909893 -0.13 -0.31 0.14 -0.0058
H 2.127460 2.732165 -0.808259 0.39 0.18 -0.21 -0.0316
H 3.814232 2.719622 -0.116201 -0.50 0.30 -0.33 -0.0096
B 6.794076 3.046953 1.914624 1.01 -0.21 -0.24 -0.4211
C 5.280226 3.102505 2.138432 -2.19 0.06 0.79 -0.2169
N 4.123526 3.155245 2.365566 0.95 0.24 -0.49 -0.0834
H 7.155954 1.874483 1.869792 -0.29 0.32 0.00 0.0186
H 7.331917 3.617538 2.843208 -0.18 -0.01 -0.07 0.0120
H 7.023099 3.611585 0.857341 -0.13 -0.07 0.13 0.0133
```
Positions in Å, forces in eV/Å.

***

2 unconnected molecules or ions with the total composition C2H7ClO2Si at a distorted geometry, computed with ωB97M-V/def2-TZVPD.

Values from the calculation:
* lowest unoccupied orbital energy (spin up / spin down): -0.0069 / -0.0158 hartree
* E_HOMO (spin up / spin down): -0.2881 / -0.2458 Ha

Geometry as XYZ:
```
13
Properties=species:S:1:pos:R:3:forces:R:3:lowdin_charge:R:1
C 0.776683 1.661597 0.067424 -3.21 -1.49 1.07 -0.1383
C -0.332938 -2.157923 -1.298575 1.01 2.43 3.03 -0.5225
O -0.045144 -0.784763 1.886626 0.48 -0.96 0.06 -0.2215
O -1.839238 1.253395 1.401699 -1.48 -1.12 0.34 -0.1687
Si -0.532538 0.405852 0.899025 0.88 -0.90 -1.63 0.5596
Cl 0.461588 -3.135983 -0.066338 -0.02 -0.28 -0.13 0.4579
H 1.646477 1.045211 0.050061 0.86 0.04 -0.34 0.0037
H 0.265114 1.834794 -0.913126 0.94 0.30 0.86 0.0388
H 0.769728 2.467551 0.811902 0.36 0.17 -0.69 0.0241
H 0.362857 -1.675851 -1.900870 1.75 1.17 -0.45 -0.0687
H -0.869082 -2.673453 -1.971909 -2.71 -2.33 -1.53 -0.0846
H 0.288310 -1.724211 1.651244 -0.85 2.11 -0.16 0.0107
H -2.709187 0.792699 1.629578 1.99 0.85 -0.43 0.1095
```
Positions in Å, forces in eV/Å.